# 1
Molecular formula: C9H20NO2Sn
Method: DFT, the ωB97M-V functional and the def2-TZVPD basis

The geometry in XYZ format:
```
33
Properties=species:S:1:pos:R:3:forces:R:3:nbo_charge:R:1
Sn 19.12579 7.03570 6.62554 0.1 -0.9 1.6 0.992
C 21.83495 5.30090 8.22020 -0.4 0.3 1.0 -0.617
C 21.41760 5.45352 9.71611 0.3 -0.2 0.3 0.102
C 22.25276 6.57874 10.37520 0.1 0.1 -0.1 -0.398
C 21.89055 6.94605 11.81409 0.4 -0.5 -1.1 -0.407
C 20.47080 7.42186 11.76700 -0.2 0.8 0.0 -0.414
C 19.44424 6.44529 11.12558 -0.2 0.9 0.8 0.119
N 19.97236 5.78536 9.83983 -2.9 -1.4 -0.8 -0.039
O 19.01273 4.97139 9.14588 3.7 3.5 1.2 -0.456
C 18.21865 7.34561 10.75549 -0.3 -1.1 -0.3 -0.608
C 19.14270 5.38749 12.25089 0.2 -0.5 -1.0 -0.625
C 21.83066 4.14902 10.43424 -0.5 -0.5 -0.5 -0.629
H 22.88711 5.01719 8.19628 -0.1 0.0 -0.1 0.241
H 21.77660 6.28935 7.76450 -0.1 0.2 -0.4 0.178
H 21.24517 4.55953 7.68114 0.0 0.1 0.1 0.243
H 22.15887 7.52993 9.85126 -0.2 -0.1 -0.5 0.185
H 23.31045 6.32347 10.30998 0.0 -0.3 -0.1 0.226
H 22.61781 7.71967 12.06044 -0.3 0.1 0.5 0.229
H 22.02345 6.11340 12.50484 0.0 0.0 0.0 0.212
H 20.37387 8.38871 11.27313 0.4 0.1 -0.5 0.204
H 20.17517 7.69729 12.77935 -0.6 -0.4 0.0 0.234
H 17.94534 8.13353 11.45733 0.5 -0.3 0.4 0.235
H 17.32232 6.73703 10.63594 0.0 -0.1 -0.1 0.229
H 18.39259 7.86479 9.81299 0.2 0.0 -0.2 0.189
H 19.67960 4.47879 11.97869 -0.5 -0.2 0.0 0.222
H 18.07801 5.18129 12.36049 0.1 -0.1 -0.1 0.233
H 19.56207 5.63631 13.22573 -0.2 0.5 -0.1 0.223
H 21.71116 4.06394 11.51433 0.1 0.6 0.0 0.226
H 22.88075 4.03748 10.16411 0.0 -0.4 0.3 0.222
H 21.24925 3.31479 10.04166 0.1 -0.1 -0.3 0.232
O 21.14422 8.85527 7.79393 -0.4 -0.4 -0.2 -0.976
H 22.03349 8.85338 8.14806 0.4 -0.1 0.1 0.496
H 20.92746 9.78228 7.69450 -0.2 0.4 -0.1 0.497
```
Positions in Å, forces in eV/Å.

Results
Calculated total energy in eV: -21061.7141
Orbital gap in eV: 4.26
ΔE to the lowest compared entry with this formula, charge and spin in kJ/mol: 220.0
Spin multiplicity: 1
Charge: +1
HOMO energy in eV: -10.34

=====

# 2
Molecular formula: C9H20NO4Os
Method: DFT, the ωB97M-V functional and the def2-TZVPD basis

The geometry in XYZ format:
```
35
Properties=species:S:1:pos:R:3:forces:R:3:mulliken_spin:R:1
Os -0.10429 0.43006 0.27250 0.3 -0.7 0.2 3.702
C -1.78323 0.49873 -2.33594 -0.9 -0.2 -0.4 0.011
O -0.51882 0.84952 -1.70618 0.0 -0.1 0.8 -0.036
C 0.62351 1.12962 -2.56757 1.0 -0.1 -0.3 0.044
C 1.46438 -0.12692 -2.62923 -0.1 0.3 -0.4 -0.017
O 1.64786 -0.50857 -1.26310 -0.6 0.6 0.6 0.110
C 2.03711 -1.86315 -1.02799 0.2 -0.8 0.4 -0.009
C 1.62666 -2.19300 0.39475 0.7 0.3 -0.4 0.032
O 0.23133 -1.89005 0.56454 -0.2 1.4 -0.3 0.025
C -0.63938 -2.99595 0.84621 -0.6 -1.0 0.1 -0.005
H -2.03571 1.24071 -3.09451 0.2 0.1 0.1 -0.001
H -2.55521 0.51132 -1.56245 0.1 0.0 0.0 0.008
H -1.73487 -0.48937 -2.79645 0.2 0.0 0.1 0.005
H 1.19266 1.93049 -2.08456 -0.2 0.0 0.0 -0.011
H 0.29174 1.46905 -3.54892 -0.2 0.0 0.1 0.002
H 2.42755 0.08572 -3.10474 -0.1 0.0 0.1 0.003
H 0.96854 -0.92089 -3.19730 0.0 0.0 0.2 0.003
H 3.12203 -1.96336 -1.12967 -0.1 0.0 0.0 0.001
H 1.55134 -2.53714 -1.74070 -0.1 0.2 0.0 0.003
H 2.18965 -1.55815 1.08961 -0.1 -0.2 0.1 -0.004
H 1.83632 -3.24049 0.61494 -0.1 0.1 0.1 0.004
H -0.22128 -3.61317 1.64502 0.0 0.3 0.1 0.001
H -0.76349 -3.63630 -0.03335 0.1 0.3 0.0 0.004
H -1.60906 -2.60147 1.14525 0.1 0.0 0.0 0.006
N -0.63776 1.34872 4.24365 0.3 -0.3 -0.2 0.046
C -0.59710 1.36604 2.95025 -0.8 1.1 0.6 -0.011
O -0.02470 0.42163 2.27729 0.4 -0.8 -1.2 0.077
C -1.26706 2.43695 2.14197 0.1 0.1 0.2 0.022
C -0.75246 2.35847 0.71456 0.1 -0.3 0.0 -0.089
H -0.22311 0.59664 4.78966 0.0 0.0 -0.1 0.000
H -1.06472 2.10017 4.77731 0.0 0.0 -0.1 -0.002
H -1.08015 3.43543 2.55511 0.0 -0.1 0.0 0.004
H -2.35213 2.29332 2.19681 0.1 -0.1 0.0 0.002
H 0.22491 2.86580 0.59919 -0.1 0.0 -0.1 0.059
H -1.47106 2.76959 0.00407 0.2 -0.1 -0.2 0.010
```
Positions in Å, forces in eV/Å.

Results
Calculated total energy in eV: -21770.9075
Orbital gap (spin up / spin down) in eV: 9.44 / 6.26
Expectation value of S²: 6.0190
Spin multiplicity: 5
Charge: +3
HOMO energy (spin up / spin down) in eV: -21.21 / -21.17

=====

# 3
Molecular formula: C9H20O
Method: DFT, the ωB97M-V functional and the def2-TZVPD basis

The geometry in XYZ format:
```
30
Properties=species:S:1:pos:R:3:forces:R:3:nbo_charge:R:1
C -0.16557 -0.77946 0.25359 3.6 1.2 -2.1 0.397
C 1.47322 0.33049 -0.64227 0.2 -1.7 0.8 -0.016
C -0.95566 0.31310 -0.17158 -5.7 -1.2 2.5 -0.403
C -2.67525 -0.21622 0.69241 1.7 1.4 -1.7 -0.426
C -0.33392 -2.12308 -0.39406 0.4 0.3 0.1 -0.665
C 1.95822 1.25343 0.45749 -0.2 -0.1 0.1 -0.666
C 1.21784 1.09960 -1.92370 -0.5 0.0 0.1 -0.654
C 2.47673 -0.78106 -0.88335 0.2 0.2 -0.1 -0.645
C -2.97482 0.74954 1.80981 -0.1 0.3 0.0 -0.633
O 0.14283 -0.92527 1.57219 0.0 0.1 0.3 -0.703
H 0.13607 -0.06163 2.00438 0.0 -0.1 0.0 0.479
H -0.79689 1.27981 0.29154 0.2 0.1 -0.1 0.206
H -1.25518 0.32112 -1.20892 0.3 0.1 -0.1 0.230
H -3.32333 -0.09855 -0.17463 -0.3 0.0 0.2 0.187
H -2.70437 -1.25458 1.01858 0.4 0.0 -0.1 0.191
H 0.59124 -2.68917 -0.29974 0.0 -0.1 -0.1 0.228
H -0.59152 -2.02638 -1.44483 0.0 0.0 -0.1 0.219
H -1.10601 -2.68555 0.12876 -0.2 0.0 0.0 0.227
H 2.15255 1.50539 -2.33640 0.0 -0.2 0.1 0.209
H 2.17552 -1.42851 -1.70921 -0.1 -0.1 0.0 0.203
H 2.22055 0.69638 1.35981 0.0 0.0 0.0 0.210
H 1.21856 2.01794 0.71502 0.0 0.0 0.0 0.196
H 2.86355 1.79809 0.15468 -0.1 -0.1 -0.1 0.212
H 0.76087 0.46375 -2.68459 0.0 0.0 -0.1 0.208
H 0.57440 1.96779 -1.76519 -0.1 0.0 0.0 0.204
H 3.46357 -0.37884 -1.15635 0.0 0.0 0.0 0.192
H 2.61489 -1.39346 0.00972 0.0 0.0 0.0 0.209
H -4.01729 0.71166 2.14709 0.1 -0.1 0.0 0.209
H -2.78739 1.78325 1.49309 0.0 -0.1 0.1 0.197
H -2.35341 0.55040 2.68665 0.0 0.0 0.0 0.197
```
Positions in Å, forces in eV/Å.

Results
Calculated total energy in eV: -11701.6867
Orbital gap in eV: 7.69
ΔE to the lowest compared entry with this formula, charge and spin in kJ/mol: 326.7
Spin multiplicity: 1
Charge: 0
HOMO energy in eV: -6.93

=====

# 4
Molecular formula: C9H20O11Sr
Method: DFT, the ωB97M-V functional and the def2-TZVPD basis

The geometry in XYZ format:
```
41
Properties=species:S:1:pos:R:3:forces:R:3:nbo_charge:R:1
Sr -0.00721 -0.39781 0.05597 0.4 2.6 -0.6 1.843
C 0.73845 2.67813 3.34065 0.1 -0.6 1.4 -0.731
C 0.17953 2.77735 1.90900 1.5 1.1 -1.2 0.747
O -0.49397 3.79584 1.69964 -0.6 -0.2 0.5 -0.728
O 0.71124 2.02713 1.03789 -0.7 -1.1 0.9 -0.807
H -0.00299 2.92364 4.11105 -0.1 0.2 -0.2 0.178
H 1.56371 3.38561 3.46097 -0.2 0.2 -0.3 0.205
H 1.18870 1.73386 3.67693 -0.1 -0.2 -0.5 0.167
C -3.97999 0.73494 -1.45112 1.4 0.0 0.2 -0.754
C -2.84219 1.75205 -1.15704 1.2 1.2 0.8 0.769
O -2.94641 2.88547 -1.65097 -0.8 -0.4 -0.6 -0.740
O -1.91209 1.43121 -0.35362 -0.6 -1.5 -0.1 -0.837
H -4.87374 1.30102 -1.20741 -0.4 -0.5 -0.3 0.210
H -3.77209 -0.14820 -0.84608 -0.5 0.1 0.3 0.183
H -3.87676 0.39555 -2.48318 -0.5 0.4 -0.2 0.195
C 1.52889 0.50695 -4.16759 0.2 -0.2 0.7 -0.740
C 1.42784 1.44518 -2.94187 -1.2 1.1 0.5 0.775
O 0.76210 1.00716 -1.95881 0.5 -1.0 -0.2 -0.842
O 1.82880 2.61372 -3.06765 0.7 -0.4 -0.5 -0.742
H 1.40962 -0.51120 -3.78957 0.0 -0.1 -0.3 0.187
H 2.48883 0.62744 -4.66928 -0.1 0.0 -0.2 0.191
H 0.70136 0.76531 -4.82916 0.1 0.0 -0.1 0.200
C 3.55392 -2.84466 -0.09959 0.0 -0.9 0.7 -0.722
C 2.37543 -2.06864 0.47370 -0.4 0.6 -0.4 0.746
O 1.27995 -2.67027 0.69989 0.0 -0.5 -0.2 -0.853
O 2.50588 -0.83515 0.60035 0.3 -0.1 0.1 -0.752
H 3.52476 -2.88550 -1.18750 -0.1 0.3 0.0 0.219
H 3.49321 -3.87747 0.25913 0.0 0.0 -0.1 0.193
H 4.50033 -2.43496 0.24886 0.0 0.2 -0.2 0.210
C 0.10594 -0.93648 3.57107 0.0 0.6 0.0 -0.253
O -0.89810 -0.79111 2.56367 -0.2 -0.1 0.0 -0.772
H -0.31889 -0.60349 4.52147 0.2 -0.4 0.2 0.153
H 0.44143 -1.96921 3.57601 -0.2 -0.1 0.1 0.187
H 0.96877 -0.29918 3.36603 0.0 -0.1 -0.2 0.203
H -1.39342 0.01992 2.72865 0.3 0.2 -0.1 0.489
O -0.44673 -1.73845 -2.15352 -0.2 -0.7 0.1 -0.948
H -0.50045 -2.67650 -1.93517 0.1 0.0 0.0 0.470
H -0.77323 -1.66541 -3.05407 0.1 0.4 0.0 0.490
O -2.37500 -1.72391 0.30586 0.0 -0.5 0.1 -0.945
H -2.93640 -2.27007 -0.24971 0.0 0.1 -0.1 0.472
H -2.92901 -1.45982 1.04608 0.1 0.2 0.1 0.486
```
Positions in Å, forces in eV/Å.

Results
Calculated total energy in eV: -33020.5009
Orbital gap in eV: 5.66
ΔE to the lowest compared entry with this formula, charge and spin in kJ/mol: 37.4
Spin multiplicity: 1
Charge: -2
HOMO energy in eV: -1.67